109
Properties=species:S:1:pos:R:3:forces:R:3 method="wB97M-V/def2-TZVPD" smiles="CP(C)[PH3]B(N)O.O=C1OCCO1.O=C1OCCO1.O=C1OCCO1.O=C1OCCO1.O=C1OCCO1.O=C1OCCO1.O=C1OCCO1.O=C1OCCO1.O=C1OCCO1" max_force_ev_per_a=1.91 homo_energy_ev=-6.47 spin_multiplicity=1 lumo_ev=0.3128
C 0.940772 -0.232843 2.412145 -0.069 1.218 0.836
P 0.010838 1.181640 1.566257 1.464 0.115 -1.221
C 0.688000 2.734310 2.398850 -0.858 -0.907 1.300
P -2.073516 1.062971 2.387699 -0.033 0.385 0.408
B -3.902507 1.082715 3.123362 -0.755 -0.381 0.679
N -4.093013 0.523873 4.504029 -0.142 0.456 -1.423
O -4.970755 1.642227 2.363407 0.941 -0.505 1.403
H 2.007906 -0.197540 2.131976 -0.511 -0.022 -0.139
H 0.916465 -0.021221 3.506569 -0.098 -0.582 -0.444
H 0.519388 -1.217379 2.165477 0.063 0.391 0.128
H 0.273346 3.651255 1.954171 0.394 -0.453 -0.181
H 0.310033 2.712132 3.453330 0.375 0.153 -0.440
H 1.785471 2.723509 2.448120 -0.402 0.129 -0.282
H -2.538663 0.503718 1.138092 0.102 -0.019 -0.234
H -1.566449 0.292155 3.522771 -0.162 -0.121 0.182
H -2.066295 2.525556 2.515077 0.079 -0.011 -0.189
H -3.682271 -0.413352 4.453889 -0.056 -0.002 0.418
H -3.404627 1.038143 5.061091 -0.106 -0.173 0.207
H -4.782962 2.580580 2.301064 -0.093 0.386 -0.551
O -0.536160 3.407748 -1.486582 -0.033 0.150 0.006
C -0.788922 2.423928 -2.103667 0.156 -0.022 0.269
O -1.257122 2.420904 -3.378132 -0.028 -0.038 0.129
C -1.222724 1.071645 -3.845639 0.029 -0.164 -0.487
C -1.269971 0.281974 -2.567079 -0.084 -0.542 0.119
O -0.653077 1.163557 -1.629181 -0.167 0.260 -0.478
H -2.069147 0.864838 -4.498616 -0.013 0.217 0.033
H -0.296584 0.910183 -4.401222 -0.014 0.005 0.064
H -2.293159 0.076533 -2.237834 0.016 0.041 -0.013
H -0.724725 -0.657276 -2.634718 0.114 0.120 0.141
O -6.397571 -1.719615 -2.791688 0.030 -0.090 -0.105
C -6.442291 -0.798792 -2.041147 -0.024 -0.036 -0.051
O -7.477714 0.070964 -1.956521 0.259 -0.105 -0.012
C -7.262665 0.886001 -0.800061 -0.278 0.317 0.319
C -5.774657 0.801962 -0.609191 0.323 0.286 0.308
O -5.461573 -0.481934 -1.160289 -0.221 -0.038 -0.174
H -7.607667 1.902144 -0.972270 -0.112 -0.131 -0.163
H -7.817471 0.462166 0.039424 -0.009 -0.007 -0.070
H -5.235660 1.569003 -1.173396 -0.025 -0.065 -0.047
H -5.481018 0.861700 0.436733 0.056 -0.171 -0.178
O -3.456536 -3.100058 5.435249 0.138 0.067 -0.002
C -4.521225 -3.222396 4.925356 0.144 -0.004 0.121
O -5.489938 -2.275731 4.944310 0.025 -0.322 -0.083
C -6.512973 -2.690653 4.039345 -0.386 0.329 -0.150
C -6.319328 -4.182338 3.984208 -0.306 -0.358 -0.165
O -4.923938 -4.324611 4.246103 -0.037 0.178 0.047
H -7.495833 -2.406642 4.410210 0.135 0.106 0.125
H -6.346012 -2.209501 3.072214 0.026 -0.031 0.031
H -6.880671 -4.707083 4.761236 0.042 0.046 0.006
H -6.577067 -4.605069 3.014811 0.203 -0.052 0.026
O 4.459997 3.360611 2.284058 0.008 -0.092 0.115
C 4.277425 3.996524 1.295163 -0.005 -0.111 0.018
O 3.090276 4.082822 0.653164 0.291 0.097 0.046
C 3.208390 5.103348 -0.339852 -0.428 0.188 -0.333
C 4.690957 5.145821 -0.586921 0.279 0.178 -0.539
O 5.230920 4.723601 0.667281 -0.179 -0.049 0.106
H 2.639769 4.845349 -1.231331 -0.049 -0.205 0.154
H 2.822189 6.041035 0.068878 0.035 -0.052 0.054
H 5.003486 4.442212 -1.360214 -0.055 -0.027 0.079
H 5.047163 6.141626 -0.846862 0.099 -0.033 0.215
O 4.039410 2.217693 -2.884497 -0.083 0.126 -0.016
C 5.068370 1.681973 -2.622508 -0.135 -0.024 -0.051
O 6.009425 2.202398 -1.800814 -0.101 -0.049 -0.304
C 6.982399 1.178785 -1.554943 0.243 0.263 0.180
C 6.823932 0.284132 -2.751228 0.294 -0.353 -0.175
O 5.451250 0.476255 -3.105194 0.000 0.244 0.117
H 7.980124 1.603745 -1.474853 -0.124 0.145 0.044
H 6.736740 0.681919 -0.628830 -0.160 0.060 0.011
H 7.451163 0.591929 -3.592530 -0.066 0.032 0.020
H 7.026286 -0.759650 -2.521893 -0.203 0.011 -0.015
O 1.187867 -2.397082 -4.705472 0.078 0.070 0.091
C 0.157966 -2.597324 -5.253999 0.316 -0.074 0.101
O -0.899373 -1.744617 -5.233142 -0.066 -0.165 -0.087
C -1.854944 -2.220384 -6.182705 -0.429 0.285 -0.163
C -1.518624 -3.684031 -6.282442 -0.250 -0.401 -0.154
O -0.123145 -3.705213 -5.982818 -0.124 0.221 0.025
H -2.870787 -2.044911 -5.832133 0.116 0.086 0.148
H -1.708290 -1.690478 -7.127163 0.050 -0.037 0.031
H -2.048711 -4.287098 -5.541323 0.030 0.056 0.004
H -1.708916 -4.092905 -7.273026 0.204 -0.032 0.031
O 8.180381 -0.627858 0.081243 0.349 -0.274 0.128
C 7.693151 -1.212317 0.999234 -0.041 -0.113 0.023
O 6.703329 -2.121724 0.881921 0.224 0.360 0.050
C 6.551506 -2.757287 2.158171 -0.337 -0.520 0.075
C 7.104758 -1.730396 3.105595 -0.193 0.046 0.556
O 8.061755 -1.044926 2.290716 0.024 -0.083 -0.261
H 5.506428 -2.989200 2.354438 -0.003 0.087 -0.216
H 7.127351 -3.681735 2.162228 -0.171 0.159 -0.100
H 6.349169 -1.016067 3.441510 0.053 0.027 -0.089
H 7.581646 -2.176253 3.976101 0.168 0.091 -0.112
O -10.608921 1.081972 -0.565544 0.056 -0.043 0.123
C -10.752651 1.704314 -1.564539 -0.024 -0.194 0.186
O -11.899080 1.747695 -2.284848 0.225 0.076 -0.008
C -11.750835 2.768570 -3.271396 -0.374 0.186 -0.258
C -10.256381 2.864868 -3.422952 0.309 0.195 -0.406
O -9.786648 2.467137 -2.134893 -0.224 0.032 -0.042
H -12.250942 2.488710 -4.196665 -0.051 -0.153 0.135
H -12.194465 3.692851 -2.893085 0.042 -0.037 0.023
H -9.864681 2.171767 -4.171284 -0.029 -0.021 0.064
H -9.921540 3.872227 -3.663983 0.097 -0.043 0.185
O 8.165666 -4.998818 3.385820 0.055 -0.101 0.138
C 9.248997 -4.515053 3.305460 0.036 -0.218 0.046
O 9.763363 -3.641256 4.203002 -0.042 -0.106 -0.177
C 11.145980 -3.464238 3.890165 0.393 0.241 0.286
C 11.199795 -3.828644 2.431115 0.373 0.154 -0.375
O 10.123638 -4.760650 2.303339 -0.107 0.099 0.214
H 11.458776 -2.439441 4.080444 -0.215 -0.004 0.067
H 11.737988 -4.138390 4.513632 -0.065 -0.017 -0.031
H 11.006803 -2.974037 1.778169 -0.047 -0.029 0.049
H 12.145186 -4.285903 2.145693 -0.155 -0.160 -0.047